Below is 10 unconnected molecules or ions with the total composition C34H94N14O13 at a distorted geometry, with properties calculated with ωB97M-V/def2-TZVPD.

Its total energy is -3096.1479 hartree. As for the multiplicity: 1. The calculation puts the largest force on an atom at 7.9 eV/A. As for the SMILES: COC[C@H](C)N.COC[C@H](C)N.COC[C@H](C)N.COCCNCCOC.COCCNCCOC.COCCNCCOC.NC(N)=O.NC(N)=O.NC(N)=O.NC(N)=O. The energy relative to the best compared isomer or geometry (same formula, charge and spin) comes out at 170.5 kcal per mole.

Geometry as XYZ:
```
155
Properties=species:S:1:pos:R:3:forces:R:3
O 6.386 5.501 -1.998 -1.74 0.87 -2.90
O 9.103 -0.886 -3.594 -0.03 0.32 1.07
O -3.382 0.370 -2.521 0.32 -0.55 1.11
O 6.223 -0.193 4.396 1.07 -0.61 -1.93
O -8.369 -9.000 -1.504 0.07 -1.54 -1.45
O 7.797 5.656 -7.722 -1.26 1.10 -1.10
O 1.694 3.988 4.010 -0.37 -1.39 -0.10
O -4.047 -6.182 -1.852 -2.08 -2.59 -0.35
O 1.433 -1.298 0.664 0.97 -5.53 -1.67
O -0.378 -6.805 6.957 1.69 -1.72 -0.74
O -0.938 9.596 1.629 0.42 -0.27 -1.81
O -9.229 -1.046 0.853 -0.75 -1.40 2.47
O -5.160 2.878 3.665 -0.57 -0.70 -0.11
N 4.649 -0.087 5.930 -4.15 -1.38 1.50
N -1.467 0.521 -3.748 3.47 -0.60 1.20
N -6.222 -8.147 -2.704 1.32 0.14 0.68
N 6.305 4.726 -5.680 0.55 -0.15 1.40
N -3.331 1.204 -4.562 -2.60 1.20 -2.29
N -1.268 8.857 -1.191 0.32 0.45 0.58
N 2.536 4.558 6.021 1.34 -1.30 4.05
N 2.528 5.928 4.412 2.63 7.22 -1.91
N 0.137 0.389 1.043 -4.25 2.86 0.77
N 6.409 1.076 6.230 3.30 2.43 1.10
N -6.859 -0.236 2.429 0.06 -0.54 0.45
N 5.658 -2.392 -3.502 0.58 0.66 -0.87
N 2.213 0.549 1.477 5.19 3.63 2.75
N 0.368 -8.349 3.572 -0.11 -0.81 0.91
C -3.262 -5.137 -1.491 0.82 1.18 -0.10
C -0.372 6.978 0.099 -0.66 -0.50 0.10
C 6.555 4.991 -8.112 0.23 0.32 2.29
C -0.971 -7.437 8.082 -0.88 1.23 -0.02
C -5.215 -5.835 -2.629 1.58 -0.49 -0.67
C -5.754 -7.009 -3.522 0.18 -0.55 2.53
C 9.789 -0.238 -2.521 1.18 0.91 -0.82
C -2.734 0.679 -3.497 -2.67 -0.01 -0.12
C -6.865 -1.116 1.274 1.90 0.07 0.50
C 5.562 5.105 -6.886 1.32 -1.21 -0.29
C 5.969 4.594 -3.071 1.48 0.47 0.66
C 7.869 -1.385 -3.117 -0.94 -0.27 -0.91
C 2.282 4.755 4.761 -3.94 -5.30 -1.57
C -9.027 -9.779 -0.538 0.28 -0.25 0.96
C 5.794 0.212 5.437 1.39 0.47 -0.90
C -5.868 1.622 3.693 -0.64 0.25 -0.26
C 6.477 -0.640 -5.158 -0.14 -0.75 0.83
C -0.705 9.675 3.022 -0.87 -0.04 -0.89
C -10.261 -1.377 1.892 0.08 -1.36 -2.24
C 5.938 5.395 -4.413 -2.04 -0.18 -0.52
C -7.889 -9.926 -2.557 1.77 0.84 0.98
C -8.098 -1.940 1.041 0.26 0.84 0.12
C -3.900 2.934 4.329 -0.12 -0.58 -1.20
C -1.555 7.969 -0.093 1.38 -2.41 -1.09
C -5.668 0.648 2.524 -0.04 0.22 0.39
C -6.778 -9.242 -3.422 -2.23 1.24 -0.74
C -0.177 -7.816 5.895 -2.06 -0.04 0.87
C 6.249 5.108 -0.683 2.27 0.08 0.80
C 6.842 -1.832 -4.226 0.53 0.43 1.23
C 7.674 7.101 -7.561 1.72 -0.89 -0.57
C -1.942 8.716 1.094 -0.55 -0.14 3.02
C 0.495 -7.389 4.659 -0.27 3.77 -1.64
C -0.240 -6.102 4.124 0.52 0.69 -0.32
C 1.266 -0.225 1.099 -0.34 -0.86 -1.44
H -11.223 -1.057 1.491 0.22 0.89 0.46
H -7.276 -8.786 -4.278 -0.31 -0.19 -0.71
H -7.274 -10.694 -2.089 -0.67 -0.50 0.61
H 0.634 7.325 0.337 -0.22 0.93 0.04
H 5.054 4.092 -2.756 -0.43 0.32 -0.41
H -8.347 -10.445 -0.006 0.52 -0.20 -0.14
H 5.369 4.587 -0.307 -0.03 -0.39 -0.60
H -1.901 9.565 -0.845 -0.10 1.30 -1.35
H -6.941 1.768 3.565 -0.10 1.15 0.58
H -8.728 -10.370 -3.093 0.09 0.19 -0.13
H 0.051 10.438 3.212 -0.09 0.06 -0.25
H -2.426 7.393 -0.404 -0.16 -0.41 0.36
H -4.733 0.136 2.755 -0.24 -0.96 -0.33
H -6.040 -1.791 1.503 0.19 -0.43 -0.68
H 6.043 -3.142 -2.946 -0.34 -0.20 0.28
H 0.269 -8.762 6.204 0.09 0.03 0.85
H -0.394 -8.157 8.662 0.39 -0.28 -0.57
H -0.456 -5.319 4.850 -0.04 -0.38 0.43
H -6.748 -8.009 -1.852 0.18 0.77 -0.24
H 5.992 0.151 -4.586 -0.58 -0.27 0.35
H -1.218 -6.643 8.786 0.13 0.19 -0.02
H -4.291 0.908 -4.668 0.07 0.49 -0.13
H 4.881 5.609 -4.578 -0.25 0.25 0.21
H 4.564 0.218 6.889 -1.18 -0.83 -0.30
H 2.286 3.714 6.516 0.23 0.21 -0.35
H 7.233 4.652 -0.576 -0.34 -1.52 1.24
H -4.951 -7.440 -4.119 0.02 0.52 -0.37
H -2.891 9.218 0.905 0.02 0.75 -0.12
H 0.271 1.322 1.405 -1.59 0.16 -0.62
H -6.591 -6.643 -4.117 0.08 0.32 -0.46
H -0.612 6.289 0.908 -0.10 -0.26 -0.08
H 6.698 3.789 -3.160 0.34 -0.12 0.00
H -1.939 -7.827 7.768 -0.05 -0.58 0.11
H -9.404 -9.152 0.270 -0.39 0.29 -0.44
H -10.077 -1.241 2.957 0.47 1.14 -0.23
H -1.144 -6.303 3.548 -0.26 -0.64 0.52
H -7.885 -2.577 0.183 -0.44 0.25 -0.50
H 7.302 -0.637 -2.563 0.16 0.52 0.24
H -10.417 -2.456 1.859 0.24 -0.39 -0.19
H -3.227 2.178 3.924 0.03 -0.49 0.22
H 4.810 4.326 -7.017 -0.48 0.32 -0.25
H -0.392 9.161 -0.791 0.77 1.09 -0.90
H -5.450 1.206 1.614 -0.28 0.24 -0.28
H 4.115 -0.786 5.434 -0.25 0.11 0.69
H 2.168 6.306 3.547 0.63 -0.27 0.08
H 5.102 6.090 -6.809 -0.02 0.15 -0.15
H -3.981 2.824 5.410 -0.01 0.22 0.05
H -4.750 -5.071 -3.252 -0.95 0.39 -0.73
H 5.786 -1.032 -5.904 0.14 0.41 -0.24
H -2.978 -4.554 -2.367 0.18 0.33 -0.31
H 7.303 -0.049 -5.555 0.37 -0.83 -0.39
H 6.881 3.962 -8.260 -0.22 -0.06 0.16
H -5.759 1.119 4.654 0.29 -0.06 0.08
H -2.836 1.491 -5.393 -0.25 -0.33 0.18
H 7.195 -2.743 -4.709 0.47 0.50 -0.71
H -2.336 -5.540 -1.079 -0.15 0.11 0.31
H -0.980 0.404 -2.871 0.97 0.09 -0.49
H 2.013 1.389 2.001 0.22 -0.05 -0.07
H -0.615 0.088 0.441 0.19 0.18 0.41
H -3.761 -4.443 -0.816 0.06 0.08 0.43
H -7.787 0.160 2.390 0.31 1.30 0.44
H -1.203 -8.003 5.578 -0.26 -0.66 -0.03
H -1.128 1.086 -4.513 0.71 -0.31 0.57
H -6.069 -9.951 -3.849 0.15 -0.30 0.39
H 3.161 0.220 1.594 -0.38 -0.30 -0.04
H 6.413 5.968 -0.034 -0.57 0.53 -0.22
H 3.390 6.223 4.847 -0.19 1.32 -0.72
H 1.103 -8.206 2.894 0.05 0.03 -0.04
H 9.415 0.756 -2.277 -1.04 -0.15 0.24
H -6.591 -0.505 0.414 -0.11 -0.28 -0.64
H 6.369 6.391 -4.309 0.53 -0.09 0.40
H -8.218 -2.655 1.854 -0.41 0.28 0.34
H 0.513 -9.254 3.996 0.13 -0.55 -0.38
H -5.997 -5.390 -2.013 -0.12 -0.08 0.17
H -3.416 3.850 3.988 -0.32 0.32 0.54
H -2.256 7.940 1.792 0.26 0.01 0.83
H 6.110 1.409 7.135 -0.02 -0.25 -0.42
H 7.363 7.408 -6.563 -0.79 -0.10 -0.24
H 8.041 -2.202 -2.416 0.09 -0.33 0.02
H -0.234 6.416 -0.825 -0.22 -0.14 0.01
H -0.313 8.726 3.386 -0.42 -0.12 0.43
H 2.951 5.338 6.511 -0.36 -0.56 0.43
H 7.301 4.824 -5.818 -0.04 0.02 -0.29
H 7.247 7.587 -8.439 -0.98 -0.14 0.33
H 5.280 -1.699 -2.872 -0.15 0.10 0.22
H 10.774 0.081 -2.862 0.24 -0.59 -0.48
H 8.693 7.480 -7.639 0.33 -0.24 0.22
H -1.672 10.014 3.394 0.21 -0.33 1.15
H 6.047 5.304 -9.025 0.41 0.62 -0.13
H -9.784 -10.450 -0.945 -0.40 0.33 -0.19
H 7.343 1.326 5.935 -0.19 0.07 0.24
H 9.986 -0.804 -1.611 -0.58 -0.45 -0.06
H 1.532 -7.118 4.856 0.23 0.00 0.14
H 0.318 -5.549 3.368 0.70 -0.27 -0.06
```
Forces are in eV/Å.